Molecular formula: H12O6
Method: DFT, wB97M-V/def2-TZVPD

Results
Expectation value of S² ... 0.750
Kohn-Sham gap (alpha / beta) ... 0.0954 / 0.3912 Ha
E_LUMO (alpha / beta) ... 0.1147 / 0.1137 Ha
Energy relative to the best compared isomer or geometry (same formula, charge and spin) ... 19.07 kcal/mol
Spin multiplicity ... 2
HOMO energy (alpha / beta) ... 0.0193 / -0.2776 hartree
Energy ... -458.60400 hartree
Total charge ... -1

```
18
Properties=species:S:1:pos:R:3:forces:R:3:lowdin_spin:R:1
H 3.339 -0.753 -0.511 0.6328 0.6385 -0.1585 0.092
H 1.825 2.221 0.287 -0.3385 -0.0791 0.2325 0.023
O -2.347 2.105 -0.444 -0.4222 0.2009 -0.1343 0.028
H -1.789 -2.081 -1.301 0.1981 -0.4083 -0.0497 0.021
O 2.686 -1.445 -0.411 -1.2683 0.0881 0.2562 0.286
H 3.191 -2.258 -0.448 0.4164 -0.6777 -0.0166 0.087
H -1.690 2.749 -0.180 0.2129 0.0685 0.0626 0.006
O 0.104 -0.193 0.350 -0.4275 0.5423 0.2999 0.113
O -1.960 -0.426 2.195 -0.8717 0.0491 0.6166 0.029
O 2.471 1.912 -0.348 -0.0070 0.4125 -0.5385 0.121
H -2.558 -0.884 -1.819 -0.1322 0.2154 -0.2690 0.010
H 0.941 -0.637 0.219 0.9334 -0.2349 -0.1207 0.023
H 3.157 1.509 0.184 0.4115 -0.3341 0.2568 0.060
H -1.876 1.272 -0.451 0.2771 -0.3174 0.0504 0.007
O -2.099 -1.212 -1.046 -0.1703 0.1007 0.1593 0.067
H -1.417 -0.037 1.509 0.5718 -0.0133 -0.1318 0.005
H -1.481 -1.209 2.466 0.2317 -0.0629 -0.1004 0.007
H -0.497 -0.632 -0.253 -0.2480 -0.1884 -0.4147 0.015
```
Forces are in eV/Å.

Molecular formula: C3H14N2O2S
Method: DFT, wB97M-V/def2-TZVPD

Results
Kohn-Sham gap ... 0.3327 Ha
E_LUMO ... 0.0117 Ha
Energy relative to the best compared isomer or geometry (same formula, charge and spin) ... 38.71 kcal/mol
HOMO energy ... -0.3210 hartree
Energy ... -780.80181 hartree

```
22
Properties=species:S:1:pos:R:3:forces:R:3:lowdin_charge:R:1
O -5.028 0.416 -2.290 1.3043 0.1038 0.1852 -0.048
H -4.217 -0.115 -2.310 0.1361 0.5566 0.1966 0.039
H -5.629 -0.253 -2.562 -1.4305 -0.6733 -0.3891 0.009
H -3.548 2.253 -5.885 0.3486 0.3629 0.2388 0.021
C 1.964 -0.403 1.678 -4.1422 -0.0035 0.3272 -0.388
H 3.080 -2.239 -0.111 -0.2612 0.0641 0.4867 0.073
O -2.989 3.029 -5.708 1.9460 -1.3063 2.8029 -0.133
N 1.892 -0.276 3.133 4.1611 1.3078 -2.7911 0.036
H 1.710 -1.742 -0.768 -0.8601 1.1253 -1.7436 0.028
H 0.407 -1.860 1.084 -0.4011 0.2061 -0.0422 0.090
H 2.426 -0.953 3.554 1.3407 -1.7054 1.4714 0.038
C 0.726 0.578 1.303 2.6559 0.0434 -3.3991 -0.549
H 0.394 0.454 0.215 0.6283 -0.1381 1.2532 0.075
C 1.478 -1.852 1.221 1.6887 -0.6497 1.4008 -0.267
H -2.384 2.740 -4.876 -2.3054 0.9563 -3.0348 0.112
H -0.161 0.407 1.841 -0.8117 -0.2207 1.1615 0.050
H 2.901 -0.071 1.130 -0.9624 -0.3905 1.1244 0.136
H 1.041 -0.199 3.517 -3.6310 0.1991 1.2631 0.019
N 2.068 -2.258 -0.033 0.7242 -1.6435 1.0270 -0.012
S 1.305 2.306 1.277 -0.5403 0.3345 0.5558 0.676
H 0.945 2.716 2.521 0.1975 -0.3158 -0.3970 -0.146
H 1.620 -2.678 2.070 0.2145 1.7869 -1.6976 0.140
```
Forces are in eV/Å.

Molecular formula: C2H4N4OS
Method: DFT, wB97M-V/def2-TZVPD

Results
Kohn-Sham gap ... 0.3286 Ha
E_LUMO ... 0.0101 Ha
Energy relative to the best compared isomer or geometry (same formula, charge and spin) ... 130.80 kcal/mol
HOMO energy ... -0.3186 hartree
Energy ... -770.82963 hartree

```
12
Properties=species:S:1:pos:R:3:forces:R:3:lowdin_charge:R:1
N -0.785 1.601 0.244 -2.7062 -1.2983 -1.1399 -0.033
N -0.114 -1.031 0.159 -2.0807 -3.4382 0.0619 -0.319
N 0.259 1.091 -0.627 3.1066 2.5766 1.0497 0.015
C 0.653 -0.087 -0.071 -1.0877 -2.0415 1.2207 -0.700
H 1.959 -1.235 1.549 -1.1957 3.7967 -4.2824 0.300
O 2.921 -0.038 -0.228 -0.0957 -2.5181 -1.8623 -0.153
H 2.975 -0.801 -1.046 -0.7273 2.6987 3.4668 0.195
H 1.176 1.647 -0.371 -2.5868 -0.2238 -1.1130 0.168
S -1.714 -0.957 -0.213 -1.1643 2.5579 0.2454 0.872
H -2.695 1.440 0.834 1.0894 -1.9760 -1.0029 0.105
C -1.868 0.843 0.272 1.8279 1.9954 0.8169 -0.388
N 1.772 -0.229 0.660 5.6204 -2.1293 2.5391 -0.062
```
Forces are in eV/Å.

Molecular formula: C4H15N2O2
Method: DFT, wB97M-V/def2-TZVPD

Results
Kohn-Sham gap ... 0.1498 Ha
E_LUMO ... -0.3054 Ha
Energy relative to the best compared isomer or geometry (same formula, charge and spin) ... 173.23 kcal/mol
HOMO energy ... -0.4552 hartree
Energy ... -420.91740 hartree
Total charge ... +1

```
23
Properties=species:S:1:pos:R:3:forces:R:3:lowdin_charge:R:1
H -2.557 -0.183 -1.846 0.2754 0.2598 0.3643 0.238
H 1.086 2.173 1.453 -0.1533 -0.1635 0.2201 0.150
C 1.018 1.159 1.072 1.5567 -0.3938 0.9273 -0.026
N 2.077 0.358 1.312 -0.2843 0.6944 -2.0464 0.192
H -2.538 -1.248 -0.810 -0.6984 -0.2325 -0.0563 -0.079
C -1.390 2.329 -1.382 0.7868 0.3237 0.2964 -0.088
H -1.057 2.696 0.715 0.1379 -0.1542 0.0196 0.118
C -1.177 1.826 0.065 0.5857 0.5020 -0.6886 -0.178
H -1.039 1.611 -2.120 -0.0488 -0.2803 -0.0540 0.053
H 1.466 -2.764 0.203 0.1671 -0.3410 -0.0593 0.024
O -2.213 -2.123 -0.530 1.0490 0.1661 0.1382 -0.071
H 2.712 -3.677 0.127 -0.0875 0.1884 0.0254 0.056
H -0.763 3.217 -1.505 -0.2279 0.0143 -0.2487 0.087
H 2.157 -0.432 0.667 -0.2066 -0.4363 0.5326 0.095
H 2.972 0.840 1.267 0.0233 0.0414 1.0154 0.144
H -2.074 1.292 0.412 -0.0708 -0.4321 -0.1519 0.128
H -0.595 -0.192 -1.389 0.4993 0.5049 -0.0091 0.039
H -2.415 2.561 -1.630 -0.2629 0.1069 0.2425 0.078
N -0.092 -0.310 -0.505 -1.2772 0.3577 -0.1560 0.183
C -0.031 0.860 0.235 -2.1783 -0.2669 -1.0384 -0.252
H -0.714 -1.059 -0.109 1.0667 -0.7048 0.6599 0.103
H -2.922 -2.739 -0.350 -0.4652 -0.0542 0.0506 0.064
O 2.426 -2.771 0.304 -0.1868 0.2998 0.0163 -0.059
```
Forces are in eV/Å.